Below is one molecule with the formula C4H6OS, with properties calculated with ωB97M-V/def2-TZVPD.

Output
- Charge: 0
- Lowest unoccupied orbital energy: 0.03 eV
- E_tot: -629.3911 Ha
- SMILES string: C=CC(=O)CS
- ΔE to the lowest compared entry with this formula, charge and spin: 147.3 kJ/mol
- Spin multiplicity: 1

Element x y z (Å)
S1 2.44 -0.20 1.12
O1 -0.70 -1.66 -0.32
C1 0.56 -0.54 1.28
C2 -0.25 -0.59 0.00
C3 -0.50 0.77 -0.53
C4 -1.44 0.91 -1.43
H1 -1.87 -0.02 -1.84
H2 0.22 1.52 -0.20
H3 -1.81 1.86 -1.83
H4 0.44 -1.54 1.83
H5 2.71 -0.85 0.02
H6 0.21 0.34 1.90

Below is one molecule with the formula C4H6OS, with properties calculated with ωB97M-V/def2-TZVPD.

Output
- Charge: 0
- Lowest unoccupied orbital energy: 0.87 eV
- E_tot: -629.3685 Ha
- SMILES string: C=C1C[C@@H](O)S1
- ΔE to the lowest compared entry with this formula, charge and spin: 206.7 kJ/mol
- Spin multiplicity: 1

Element x y z (Å)
S1 -0.89 -1.61 0.16
O1 -2.26 0.73 -0.49
C1 0.11 0.74 0.36
C2 1.89 -1.04 -0.35
C3 0.69 -0.61 0.03
C4 -1.34 0.20 0.51
H1 -1.91 0.48 1.46
H2 2.87 -0.48 -0.39
H3 -1.79 0.98 -1.29
H4 0.49 1.12 1.31
H5 2.13 -2.00 -0.80
H6 0.01 1.48 -0.50

Below is one molecule with the formula C4H6OS, with properties calculated with ωB97M-V/def2-TZVPD.

Output
- Charge: 0
- Lowest unoccupied orbital energy: 0.12 eV
- E_tot: -629.3932 Ha
- SMILES string: C=COC(C)=S
- ΔE to the lowest compared entry with this formula, charge and spin: 141.8 kJ/mol
- Spin multiplicity: 1

Element x y z (Å)
S1 1.93 -1.59 0.05
O1 -0.24 0.07 -0.02
C1 1.79 1.15 0.00
C2 -2.50 -0.52 0.10
C3 1.08 -0.15 -0.04
C4 -1.22 -0.87 -0.14
H1 -3.29 -1.26 0.08
H2 1.45 1.80 -0.81
H3 -0.83 -1.87 -0.35
H4 1.66 1.73 0.93
H5 2.88 1.02 -0.11
H6 -2.70 0.51 0.32

Below is one molecule with the formula C4H6OS, with properties calculated with ωB97M-V/def2-TZVPD.

Output
- Charge: 0
- Lowest unoccupied orbital energy: 0.29 eV
- E_tot: -629.3825 Ha
- SMILES string: C/C=C/OC=S
- ΔE to the lowest compared entry with this formula, charge and spin: 169.8 kJ/mol
- Spin multiplicity: 1

Element x y z (Å)
S1 -4.18 -0.27 0.01
O1 -1.50 -0.54 0.03
C1 2.15 -0.02 0.00
C2 0.83 -0.70 -0.01
C3 -2.62 0.20 -0.01
C4 -0.25 0.07 0.02
H1 2.77 -0.22 0.92
H2 0.75 -1.82 -0.07
H3 -2.39 1.29 -0.12
H4 2.02 1.08 0.01
H5 2.73 -0.24 -0.88
H6 -0.31 1.18 0.09

Below is C4H6OSm as an isolated structure, with properties calculated with ωB97M-V/def2-TZVPD.

Output
- Charge: +2
- Lowest unoccupied orbital energy (alpha / beta): -9.01 / -8.83 eV
- E_tot: -888.4611 Ha
- ΔE to the lowest compared entry with this formula, charge and spin: 0.0 kJ/mol
- Spin multiplicity: 7

Element x y z (Å)
Sm1 -2.76 3.49 1.13
O1 -0.91 1.84 0.85
C1 0.05 -1.71 -0.81
C2 0.76 0.15 0.57
C3 -0.26 1.03 0.02
C4 0.99 -1.14 0.03
H1 -0.96 -1.88 -0.44
H2 0.45 1.54 -0.70
H3 2.02 -1.49 0.00
H4 1.11 0.37 1.58
H5 0.40 -2.46 -1.52
H6 -0.90 0.27 -0.71

Below is one molecule with the formula C4H6S2, with properties calculated with ωB97M-V/def2-TZVPD.

Output
- Charge: 0
- Lowest unoccupied orbital energy: 0.90 eV
- E_tot: -952.3602 Ha
- SMILES string: C1SC[C@H]2S[C@@H]12
- ΔE to the lowest compared entry with this formula, charge and spin: 24.2 kJ/mol
- Spin multiplicity: 1

Element x y z (Å)
S1 1.57 -0.07 -0.81
S2 -1.69 -0.07 -1.02
C1 -0.74 0.80 0.29
C2 -0.69 -0.69 0.37
C3 0.54 -1.42 -0.10
C4 0.58 1.36 -0.19
H1 1.24 1.88 0.55
H2 -1.26 -1.20 1.14
H3 0.27 -2.15 -0.89
H4 1.06 -1.84 0.70
H5 -1.37 1.36 0.98
H6 0.49 2.05 -1.00

Below is one molecule with the formula C4H6S2, with properties calculated with ωB97M-V/def2-TZVPD.

Output
- Charge: 0
- Lowest unoccupied orbital energy: -0.22 eV
- E_tot: -952.3376 Ha
- SMILES string: C=CCC(=S)S
- ΔE to the lowest compared entry with this formula, charge and spin: 83.4 kJ/mol
- Spin multiplicity: 1

Element x y z (Å)
S1 -1.53 1.79 -0.02
S2 -2.69 -0.83 -0.47
C1 1.05 -0.42 0.10
C2 -0.26 -0.61 0.79
C3 -1.48 0.07 0.13
C4 1.23 0.16 -1.06
H1 -0.47 -1.63 0.73
H2 -0.19 -0.42 1.87
H3 0.47 0.60 -1.71
H4 -0.31 2.08 0.43
H5 1.89 -0.89 0.62
H6 2.28 0.10 -1.40

Below is one molecule with the formula C4H6S2, with properties calculated with ωB97M-V/def2-TZVPD.

Output
- Charge: 0
- Lowest unoccupied orbital energy: -1.25 eV
- E_tot: -952.3427 Ha
- SMILES string: CC(=S)C(C)=S
- ΔE to the lowest compared entry with this formula, charge and spin: 70.1 kJ/mol
- Spin multiplicity: 1

Element x y z (Å)
S1 2.00 -0.45 -0.83
S2 -2.00 0.42 -0.84
C1 0.68 0.34 -0.33
C2 0.75 1.77 0.18
C3 -0.69 -0.32 -0.27
C4 -0.74 -1.75 0.19
H1 -0.15 -2.34 -0.53
H2 -1.76 -2.17 0.26
H3 0.05 2.45 -0.36
H4 0.37 1.89 1.24
H5 1.81 2.03 0.08
H6 -0.33 -1.87 1.21

Below is one molecule with the formula C4H6S3, with properties calculated with ωB97M-V/def2-TZVPD.

Output
- Charge: 0
- Lowest unoccupied orbital energy: -0.61 eV
- E_tot: -1350.4786 Ha
- SMILES string: S=C[C@@H](S)/C=C/S
- ΔE to the lowest compared entry with this formula, charge and spin: 179.9 kJ/mol
- Spin multiplicity: 1

Element x y z (Å)
S1 1.39 -0.22 1.79
S2 -2.87 0.11 -1.52
S3 1.60 1.33 -1.08
C1 -0.65 -0.12 0.04
C2 -1.34 -0.53 -0.97
C3 0.68 -0.77 0.29
C4 1.65 -0.29 -0.76
H1 2.19 -1.18 -1.22
H2 0.48 -1.80 0.28
H3 -2.83 -0.81 -2.55
H4 -0.91 -1.40 -1.50
H5 0.94 1.04 1.46
H6 -0.87 0.77 0.65

Below is a 33-piece molecular cluster, C4H71F3NO34 overall, with properties calculated with ωB97M-V/def2-TZVPD.

Output
- Charge: -1
- Lowest unoccupied orbital energy: 1.38 eV
- E_tot: -3107.3167 Ha
- ΔE to the lowest compared entry with this formula, charge and spin: 553.8 kJ/mol
- Spin multiplicity: 1

Element x y z (Å)
F1 -1.62 -0.60 0.24
F2 -0.40 -1.30 2.21
F3 0.42 0.48 0.85
O1 2.34 9.10 6.25
O2 1.85 -5.37 -2.31
O3 -5.05 1.67 -0.43
O4 5.83 6.26 5.00
O5 5.34 4.72 0.34
O6 -4.46 -2.31 -3.75
O7 8.50 5.81 3.70
O8 2.77 -0.82 -1.79
O9 0.56 -1.78 -0.04
O10 3.35 7.02 3.99
O11 -2.01 1.43 3.61
O12 4.28 4.48 3.55
O13 5.66 -0.18 5.01
O14 0.06 3.75 -1.16
O15 -6.43 -5.06 -1.73
O16 -0.77 -2.46 -5.03
O17 0.03 8.58 -4.23
O18 -3.52 -1.69 2.50
O19 2.38 -4.13 -4.99
O20 4.20 -3.62 0.63
O21 -10.60 2.07 0.84
O22 -5.08 -8.03 -0.84
O23 3.34 -0.63 1.87
O24 -2.43 -6.18 0.17
O25 0.45 6.97 -1.34
O26 3.09 -6.89 -6.66
O27 -1.60 -9.45 0.73
O28 0.11 1.81 -4.49
O29 -3.08 4.39 2.56
O30 -1.97 2.14 -0.50
O31 -0.99 -3.89 -1.82
O32 3.29 1.74 4.10
O33 -8.17 0.99 -0.69
O34 3.53 1.59 -0.27
N1 -1.22 -3.49 -0.54
C1 -3.30 -4.91 -2.44
C2 -2.28 -3.63 -2.50
C3 -0.25 -0.87 0.79
C4 0.14 -3.18 0.11
H1 -0.01 -2.04 -4.61
H2 -0.85 8.93 -3.99
H3 4.25 6.96 4.34
H4 3.46 -0.20 2.73
H5 9.26 6.23 4.12
H6 2.62 -4.95 -1.89
H7 -4.69 -8.88 -0.59
H8 3.28 -3.81 -4.80
H9 -2.04 -5.55 0.80
H10 -0.75 -2.14 -5.94
H11 -3.03 4.10 1.64
H12 -2.62 -1.49 2.23
H13 -4.96 0.85 0.08
H14 -3.03 3.57 3.08
H15 2.28 10.02 6.55
H16 2.13 8.58 7.04
H17 2.99 2.31 3.38
H18 -4.15 1.87 -0.70
H19 -7.28 1.31 -0.50
H20 -1.58 2.77 0.12
H21 6.79 6.19 4.88
H22 -0.09 1.29 -3.70
H23 1.88 -5.05 -3.23
H24 4.46 -4.08 1.44
H25 4.79 0.16 5.24
H26 -4.31 -1.99 -4.66
H27 -1.63 -10.30 1.19
H28 2.08 -3.56 -5.72
H29 0.17 8.90 -5.13
H30 -6.24 -6.01 -1.60
H31 -1.94 0.75 2.92
H32 0.21 -3.59 1.22
H33 0.07 6.08 -1.34
H34 5.81 0.14 4.10
H35 -4.68 -7.40 -0.22
H36 3.36 -7.35 -5.85
H37 -7.06 -4.85 -1.02
H38 1.02 3.68 -1.28
H39 -1.58 1.29 -0.25
H40 8.52 6.13 2.79
H41 0.06 2.73 -4.19
H42 4.19 2.06 4.30
H43 -2.83 -2.71 -1.98
H44 4.43 4.79 2.65
H45 2.99 7.80 4.44
H46 5.49 5.41 4.67
H47 -10.63 1.22 1.31
H48 3.41 4.82 3.79
H49 -3.43 -2.51 3.01
H50 -1.09 1.68 3.78
H51 -3.78 -5.12 -3.51
H52 0.92 -3.82 -0.53
H53 -9.77 2.03 0.34
H54 -2.11 -3.33 -3.62
H55 -0.28 2.91 -1.49
H56 2.96 -1.76 -1.65
H57 -2.04 -7.03 0.42
H58 6.29 4.65 0.22
H59 -2.73 -5.87 -2.06
H60 3.59 0.77 0.24
H61 3.86 -2.77 0.95
H62 3.59 1.29 -1.19
H63 -5.33 -1.96 -3.52
H64 -4.20 -4.65 -1.71
H65 -0.77 -9.49 0.23
H66 2.75 -6.04 -6.34
H67 2.38 -0.68 1.77
H68 0.20 7.34 -2.20
H69 -8.47 1.56 -1.42
H70 5.00 3.88 0.01
H71 2.14 -0.61 -1.08

Below is C4H7AlLiO2 as an isolated structure, with properties calculated with ωB97M-V/def2-TZVPD.

Output
- Charge: +2
- Lowest unoccupied orbital energy: -9.19 eV
- E_tot: -556.3098 Ha
- ΔE to the lowest compared entry with this formula, charge and spin: 22.8 kJ/mol
- Spin multiplicity: 2

Element x y z (Å)
Al1 4.63 0.28 0.21
O1 -2.66 -0.36 -0.17
O2 3.26 -0.30 0.16
C1 -0.33 0.08 0.19
C2 0.94 -0.69 -0.19
C3 -1.56 -0.77 0.13
C4 2.17 0.14 -0.17
Li1 -3.91 1.04 -0.42
H1 -0.26 0.41 1.24
H2 0.87 -1.04 -1.24
H3 1.10 -1.58 0.44
H4 -1.43 -1.86 0.33
H5 -0.47 0.97 -0.43
H6 2.08 1.19 -0.50
H7 -4.43 2.48 0.41

Below is one molecule with the formula C4H7BN2O, with properties calculated with ωB97M-V/def2-TZVPD.

Output
- Charge: 0
- Lowest unoccupied orbital energy: 0.58 eV
- E_tot: -366.2063 Ha
- SMILES string: CB(O)c1cn[nH]c1
- ΔE to the lowest compared entry with this formula, charge and spin: 109.9 kJ/mol
- Spin multiplicity: 1

Element x y z (Å)
O1 -0.05 0.37 2.02
N1 2.43 0.55 -1.78
N2 3.02 0.62 -0.57
C1 2.10 0.24 0.32
C2 1.20 0.22 -1.66
C3 -1.87 -0.45 0.08
C4 0.89 0.13 -0.30
B1 -0.44 -0.02 0.44
H1 -0.76 0.65 2.56
H2 0.63 -0.02 -2.48
H3 -2.57 -0.36 0.86
H4 -1.80 -1.59 -0.23
H5 -2.26 -0.08 -0.80
H6 2.09 0.20 1.46
H7 3.95 0.87 -0.45

Below is one molecule with the formula C4H7BN2O, with properties calculated with ωB97M-V/def2-TZVPD.

Output
- Charge: 0
- Lowest unoccupied orbital energy: 0.57 eV
- E_tot: -366.2241 Ha
- SMILES string: Cn1nccc1BO
- ΔE to the lowest compared entry with this formula, charge and spin: 63.1 kJ/mol
- Spin multiplicity: 1

Element x y z (Å)
O1 0.09 -1.67 -2.29
N1 -0.28 0.63 0.68
N2 -1.36 1.21 1.11
C1 0.94 0.69 1.41
C2 -2.35 0.82 0.30
C3 -1.88 0.11 -0.75
C4 -0.52 -0.14 -0.42
B1 0.49 -1.02 -1.19
H1 0.88 1.21 2.43
H2 0.75 -1.97 -2.80
H3 1.70 -1.20 -0.84
H4 -2.50 -0.22 -1.55
H5 -3.42 1.19 0.51
H6 1.77 1.21 0.89
H7 1.49 -0.21 1.40

Below is one molecule with the formula C4H7BO2, with properties calculated with ωB97M-V/def2-TZVPD.

Output
- Charge: 0
- Lowest unoccupied orbital energy: 0.68 eV
- E_tot: -331.9409 Ha
- SMILES string: CC1=CB(O)OC1
- ΔE to the lowest compared entry with this formula, charge and spin: 168.1 kJ/mol
- Spin multiplicity: 1

Element x y z (Å)
O1 -1.76 -0.14 0.02
O2 -2.11 -0.79 2.28
C1 0.57 0.10 -0.37
C2 1.89 0.40 -0.94
C3 0.28 -0.43 1.17
C4 -0.85 0.27 -0.92
B1 -1.28 -0.56 1.26
H1 2.17 1.34 -0.69
H2 2.67 -0.12 -0.56
H3 -0.77 -0.41 -1.82
H4 -3.03 -0.40 2.07
H5 1.87 0.14 -1.97
H6 -0.88 1.27 -1.24
H7 1.23 -0.66 1.70

Below is C4H7BrCl2OS as an isolated structure, with properties calculated with ωB97M-V/def2-TZVPD.

Output
- Charge: 0
- Lowest unoccupied orbital energy (alpha / beta): -2.68 / -2.68 eV
- E_tot: -4124.2854 Ha
- ΔE to the lowest compared entry with this formula, charge and spin: 324.9 kJ/mol
- Spin multiplicity: 1

Element x y z (Å)
Br1 3.09 -0.44 0.10
Cl1 1.22 2.19 -1.45
Cl2 -2.74 -2.05 -0.26
S1 0.21 -1.16 0.24
O1 0.59 -2.02 -0.82
C1 -1.05 0.03 -0.49
C2 1.32 1.03 1.69
C3 -1.93 -0.86 -1.31
C4 1.42 0.02 0.56
H1 1.62 2.09 1.34
H2 0.36 0.96 2.31
H3 -1.42 -1.57 -1.90
H4 -1.55 0.45 0.28
H5 -2.80 -0.52 -1.90
H6 2.04 1.01 2.50
H7 -0.38 0.86 -0.90

Below is one molecule with the formula C4H7BrO2S, with properties calculated with ωB97M-V/def2-TZVPD.

Output
- Charge: 0
- Lowest unoccupied orbital energy (alpha / beta): -1.59 / -1.59 eV
- E_tot: -3279.1155 Ha
- ΔE to the lowest compared entry with this formula, charge and spin: 308.8 kJ/mol
- Spin multiplicity: 1

Element x y z (Å)
Br1 -3.64 -0.21 0.74
S1 -1.05 -1.13 0.25
O1 -1.46 -2.37 -0.21
O2 -2.02 -0.28 -1.35
C1 0.74 -0.95 0.03
C2 1.09 0.28 0.78
C3 -3.11 0.13 -1.14
C4 1.08 1.47 -0.22
H1 0.48 0.49 1.62
H2 1.94 1.32 -0.82
H3 1.09 2.44 0.31
H4 1.29 -1.00 -0.91
H5 1.23 -1.73 0.70
H6 2.07 0.25 1.25
H7 0.28 1.29 -1.03

Below is one molecule with the formula C4H7Cl, with properties calculated with ωB97M-V/def2-TZVPD.

Output
- Charge: 0
- Lowest unoccupied orbital energy: 1.09 eV
- E_tot: -616.7324 Ha
- SMILES string: C=CCCCl
- ΔE to the lowest compared entry with this formula, charge and spin: 118.4 kJ/mol
- Spin multiplicity: 1

Element x y z (Å)
Cl1 -0.15 0.61 2.13
C1 -0.26 -0.90 1.14
C2 0.42 -0.71 -0.22
C3 -0.41 0.29 -0.94
C4 0.13 1.48 -0.79
H1 -0.52 2.30 -1.26
H2 0.27 -1.67 1.64
H3 -1.35 0.10 -1.33
H4 1.56 -0.20 -0.17
H5 0.43 -1.68 -0.78
H6 -1.22 -1.34 0.94
H7 1.12 1.73 -0.37

Below is a 2-piece molecular cluster, C4H7Cl2NO overall, with properties calculated with ωB97M-V/def2-TZVPD.

Output
- Charge: 0
- Lowest unoccupied orbital energy (alpha / beta): -1.44 / -1.44 eV
- E_tot: -1206.8001 Ha
- ΔE to the lowest compared entry with this formula, charge and spin: 443.9 kJ/mol
- Spin multiplicity: 1

Element x y z (Å)
Cl1 0.70 -1.94 -0.30
Cl2 -1.37 1.72 -0.26
O1 -3.20 -0.59 0.39
N1 -2.04 -0.88 0.13
C1 0.57 0.08 1.47
C2 0.37 -0.28 0.02
C3 -1.06 -0.03 -0.31
C4 1.26 0.42 -1.00
H1 0.93 -0.16 -1.94
H2 1.65 -0.14 1.78
H3 0.97 1.50 -1.12
H4 2.24 0.26 -0.77
H5 0.11 1.06 1.59
H6 -1.04 -0.55 -1.90
H7 -0.08 -0.47 2.23

Below is a 2-piece molecular cluster, C4H7Cl3O overall, with properties calculated with ωB97M-V/def2-TZVPD.

Output
- Charge: 0
- Lowest unoccupied orbital energy: -0.09 eV
- E_tot: -1612.2933 Ha
- ΔE to the lowest compared entry with this formula, charge and spin: 317.2 kJ/mol
- Spin multiplicity: 1

Element x y z (Å)
Cl1 0.46 -0.35 -2.89
Cl2 -2.17 -0.23 -1.80
Cl3 -0.62 2.18 -1.94
O1 0.26 -2.33 0.41
C1 0.68 1.42 0.96
C2 -0.18 -1.14 0.90
C3 -0.64 0.45 -1.73
C4 0.60 0.04 0.32
H1 -0.32 -2.88 -0.09
H2 0.13 -1.07 1.99
H3 0.92 2.15 0.22
H4 1.18 1.41 2.01
H5 1.46 -0.34 -0.39
H6 -0.43 1.77 1.14
H7 -1.31 -1.08 0.87

Below is one molecule with the formula C4H7ClFN, with properties calculated with ωB97M-V/def2-TZVPD.

Output
- Charge: 0
- Lowest unoccupied orbital energy: 0.91 eV
- E_tot: -771.3919 Ha
- SMILES string: NCC/C(Cl)=C/F
- ΔE to the lowest compared entry with this formula, charge and spin: 16.9 kJ/mol
- Spin multiplicity: 1

Element x y z (Å)
Cl1 -0.62 0.05 3.00
F1 -2.87 -0.76 1.14
N1 0.51 -0.71 -1.54
C1 -0.65 0.06 1.25
C2 0.66 0.50 0.65
C3 -1.69 -0.43 0.56
C4 0.67 0.60 -0.90
H1 -1.69 -0.61 -0.53
H2 0.88 1.50 1.08
H3 1.62 1.00 -1.18
H4 1.48 -0.21 1.00
H5 0.71 -1.53 -0.97
H6 -0.10 1.30 -1.23
H7 1.10 -0.75 -2.33